1.
C4H28BO22 | ωB97M-V/def2-TZVPD

```
55
Properties=species:S:1:pos:R:3:forces:R:3:mulliken_charge:R:1
O 4.56380 -22.70627 22.59127 -2.089 2.059 -1.993 -0.61
C 3.95984 -21.93585 21.82150 0.432 -4.040 0.834 0.41
O 2.86120 -22.22784 21.08117 1.210 0.392 1.026 -0.68
B 2.54364 -21.04752 20.23623 -0.616 -0.160 0.822 1.89
O 3.54862 -20.05970 20.58153 1.690 -0.330 0.151 -0.77
C 4.41498 -20.58101 21.46630 1.812 3.722 1.103 0.63
O 5.35899 -19.98207 22.01459 -2.780 -1.578 -1.734 -0.66
O 1.24181 -20.44113 20.57413 -2.513 0.344 -0.967 -0.79
C 0.34171 -20.53063 19.56810 -1.730 -1.045 0.814 0.82
O -0.89997 -20.29504 19.63554 4.704 -0.693 -0.434 -0.88
C 1.21479 -21.23441 18.36398 -2.339 1.420 -2.689 0.66
O 2.39172 -21.40858 18.84575 1.638 -0.554 0.025 -0.50
O 0.90470 -21.40366 17.18491 0.374 0.471 3.039 -0.71
O 3.14620 -18.25795 18.21886 -0.199 0.304 0.047 -0.61
H 3.50977 -18.26087 17.33340 0.045 0.003 -0.229 0.26
H 3.23166 -19.16371 18.51637 0.219 -0.228 0.150 0.36
O 4.91781 -23.27739 18.95318 0.158 0.511 -0.261 -0.62
H 4.33652 -23.81602 19.49003 -0.202 -0.325 0.467 0.31
H 5.30473 -23.89095 18.32863 0.199 -0.078 -0.081 0.28
O 3.29888 -22.19739 25.27659 0.076 0.130 0.314 -0.59
H 3.63959 -21.81928 26.08725 0.112 0.025 0.263 0.28
H 3.03368 -21.44177 24.75224 -0.128 0.142 -0.289 0.28
O 7.26516 -22.41858 21.60781 0.225 -0.294 -0.578 -0.61
H 6.58396 -22.79132 22.16750 -0.160 -0.088 0.142 0.30
H 7.58115 -21.65484 22.09060 0.150 0.296 0.311 0.35
O 2.08102 -17.85219 22.17923 -0.005 0.139 0.442 -0.65
H 1.51107 -18.27527 21.53705 -0.180 -0.232 -0.173 0.29
H 2.72096 -17.37271 21.65309 0.206 0.046 -0.182 0.32
O 3.11988 -25.30909 19.93336 0.284 -0.166 0.002 -0.69
H 2.87960 -25.05090 19.04351 -0.241 -0.007 -0.363 0.33
H 2.35051 -25.09547 20.46124 -0.201 0.143 0.300 0.32
O 8.01707 -20.25576 23.77972 0.269 -0.147 0.078 -0.62
H 7.81561 -19.54776 23.16785 -0.072 0.179 -0.381 0.32
H 7.47412 -20.07217 24.54635 -0.149 -0.064 0.184 0.29
O 6.85849 -23.17489 24.95865 0.317 0.052 0.287 -0.63
H 6.38342 -23.98985 25.12104 -0.184 -0.214 -0.020 0.33
H 6.20745 -22.59106 24.56940 -0.279 0.163 -0.303 0.31
O 7.67156 -19.68657 20.49079 0.619 0.499 -0.150 -0.66
H 7.52689 -20.43298 19.90927 -0.036 -0.387 0.017 0.33
H 6.80080 -19.46944 20.82375 -0.394 -0.013 0.160 0.33
O 3.00999 -24.66061 24.12296 -0.284 -0.926 -0.001 -0.66
H 3.14929 -23.91035 24.70083 0.011 0.404 0.054 0.37
H 3.58511 -24.49773 23.37534 0.177 0.223 -0.201 0.34
O -0.49452 -23.51912 16.11991 0.020 -0.926 -0.868 -0.65
H -0.17608 -22.61720 16.08290 0.069 0.218 0.246 0.39
H -0.78265 -23.63493 17.02534 0.154 0.368 0.129 0.34
O -2.89439 -21.94120 21.07609 -0.121 -0.394 -0.085 -0.65
H -3.64527 -21.52263 21.49705 -0.188 0.024 0.121 0.31
H -2.38256 -21.21453 20.72081 0.431 0.360 -0.025 0.39
O -2.18496 -18.47247 21.24262 -0.355 0.400 0.491 -0.64
H -3.12921 -18.54745 21.10474 -0.218 0.135 -0.024 0.30
H -1.81478 -19.22646 20.78361 0.538 -0.193 -0.368 0.44
O -1.90689 -22.69625 18.20951 0.023 -0.014 0.005 -0.59
H -2.12562 -22.42029 19.09959 -0.151 0.074 0.397 0.28
H -2.45487 -23.46579 18.05535 -0.350 -0.148 -0.026 0.30
```
Positions in Å, forces in eV/Å.

Computed properties:
energy above the lowest of the compared OMol25 structures with the same formula, charge and spin = 159.7 kJ/mol
2S+1 = 1
E_HOMO = -7.89 eV
Kohn-Sham gap = 9.6816 eV
total charge = -1
maximum force = 0.093 hartree/bohr

2.
C4H28CdF12N2O22S4 | ωB97M-V/def2-TZVPD

```
73
Properties=species:S:1:pos:R:3:forces:R:3:mulliken_charge:R:1
Cd -7.58000 9.76201 10.43152 -1.221 0.420 0.258 0.88
C -5.32904 9.68032 6.61679 -0.376 1.842 0.833 0.68
F -5.42199 9.90239 5.32910 -0.109 -0.318 -0.570 -0.20
F -5.39434 8.41138 6.90750 -0.198 -0.582 0.054 -0.19
F -4.19469 10.18744 7.06497 0.379 -0.081 0.105 -0.20
S -6.79051 10.64562 7.41637 -0.751 -1.521 0.113 0.62
O -6.98458 11.87563 6.71876 0.586 -0.256 0.734 -0.53
O -7.86652 9.68843 7.39835 0.262 -0.024 0.309 -0.54
N -6.39571 10.71315 9.10070 1.572 2.120 -4.029 -0.14
S -5.59924 12.07104 9.43766 2.168 2.493 1.036 0.88
O -4.86380 12.69327 8.35622 -1.114 -0.960 0.569 -0.58
O -6.36864 12.94044 10.32044 0.231 -1.208 -0.488 -0.69
C -4.16708 11.43024 10.51112 -1.346 -0.589 -0.538 0.74
F -3.25293 12.33679 10.70479 0.103 0.600 0.225 -0.20
F -4.68765 11.01663 11.67751 0.195 0.226 0.398 -0.23
F -3.60519 10.38159 9.92519 0.117 -0.308 -0.202 -0.21
C -10.83357 8.53768 8.48324 0.949 0.078 -0.125 0.61
F -10.03629 7.75883 7.76339 -0.092 -0.287 0.149 -0.12
F -10.48383 9.79736 8.24591 -0.160 0.363 0.075 -0.21
F -12.07572 8.35528 8.10030 -0.336 -0.139 0.380 -0.14
S -10.56464 8.25772 10.32649 -1.104 -0.134 1.194 0.37
O -11.01523 9.45883 10.96913 1.191 0.833 -0.764 -0.60
O -11.30905 7.10376 10.75517 0.991 0.601 -0.690 -0.29
N -8.79829 8.13987 10.39645 -5.382 -2.024 -0.165 0.40
S -8.51507 6.54375 10.36997 2.625 -3.110 -0.890 0.15
O -9.49211 5.62297 9.85422 -0.095 1.329 0.858 -0.43
O -7.22360 6.29658 9.78037 0.077 1.116 0.675 -0.44
C -8.25386 6.19735 12.22435 -0.486 -0.916 -1.713 0.87
F -7.87416 4.93729 12.32922 0.319 -0.549 -0.073 -0.05
F -7.30208 6.97046 12.70679 -0.019 0.586 0.443 -0.24
F -9.37276 6.30328 12.91214 -0.361 0.857 0.358 -0.15
O -14.98414 7.30513 8.50995 -0.252 0.050 -0.338 -0.66
H -14.58721 8.02266 8.00455 0.049 -0.079 0.076 0.31
H -15.55119 6.84487 7.87865 0.030 0.089 0.061 0.31
O -10.41717 8.18578 4.66089 -0.017 -0.013 0.004 -0.67
H -10.31141 8.28456 5.61219 0.101 -0.016 -0.089 0.30
H -9.68904 7.61470 4.39462 -0.043 0.034 0.022 0.30
O -7.45842 1.79402 11.76038 -0.038 0.295 0.017 -0.64
H -8.30019 1.41125 12.02751 0.017 0.060 -0.057 0.31
H -7.21335 2.38755 12.48786 0.056 -0.572 -0.040 0.29
O -11.77022 9.17972 13.62115 0.023 0.003 0.442 -0.59
H -11.56566 9.91317 13.03359 -0.037 -0.136 -0.147 0.32
H -10.92650 8.94633 14.02125 -0.061 0.010 -0.029 0.28
O -11.81896 3.97843 11.96116 0.031 0.046 0.126 -0.60
H -11.48477 4.44731 12.73125 0.179 0.102 -0.192 0.28
H -11.88553 4.65071 11.26909 -0.103 -0.120 0.007 0.32
O -10.73779 4.80491 14.78717 -0.126 0.131 0.324 -0.70
H -10.55928 5.40526 15.52076 -0.330 0.084 -0.075 0.25
H -11.67702 4.59257 14.87319 0.129 -0.158 -0.025 0.29
O -7.97444 4.74575 15.19733 -1.240 -0.011 0.081 -0.69
H -8.87268 4.62196 14.80820 0.615 -0.136 0.108 0.33
H -8.12182 5.25165 16.00344 -0.095 -0.205 0.183 0.30
O -5.01173 4.70169 12.15778 -0.050 0.019 0.044 -0.60
H -5.31131 5.13944 12.97496 0.268 -0.133 -0.140 0.24
H -5.66795 4.01181 11.99725 0.213 0.047 -0.085 0.32
O -14.19138 5.42871 10.47914 -0.112 -0.012 -0.189 -0.62
H -14.52876 5.92835 9.71456 0.340 -0.013 0.425 0.39
H -13.95091 6.10416 11.12133 -0.032 0.008 -0.064 0.28
O -4.17636 6.56911 9.99884 0.084 0.190 -0.318 -0.66
H -4.08306 5.74477 10.50260 -0.283 0.225 0.242 0.31
H -4.84361 6.35999 9.33239 -0.019 -0.104 0.151 0.28
O -5.70614 5.81427 14.69581 0.607 0.360 0.287 -0.65
H -5.19952 5.71180 15.50974 0.127 0.023 -0.208 0.28
H -6.60444 5.52010 14.91695 0.022 0.032 -0.334 0.38
O -5.93578 8.62541 11.03657 1.813 -0.672 0.883 0.14
H -5.62687 8.38985 11.92179 -0.072 -0.141 -0.156 0.08
H -5.20033 8.36178 10.44487 -0.199 -0.330 0.148 0.21
O -8.94006 11.52057 10.41875 -0.304 1.096 0.624 -0.42
H -8.58308 12.26846 10.92677 0.132 -0.024 -0.403 0.26
H -9.82472 11.79646 10.14247 -0.006 -0.489 0.013 0.24
O -6.20582 2.60965 14.23778 -0.198 0.429 0.100 -0.66
H -5.28182 2.73551 14.48173 -0.047 -0.010 -0.200 0.34
H -6.62984 3.46491 14.42364 0.215 -0.420 0.202 0.35
```
Positions in Å, forces in eV/Å.

Computed properties:
energy above the lowest of the compared OMol25 structures with the same formula, charge and spin = 154.5 kJ/mol
2S+1 = 1
E_HOMO = -10.51 eV
Kohn-Sham gap = 9.3617 eV
maximum force = 0.112 hartree/bohr